# 1
A molecular structure, C17H24GaIO7, computed with the ωB97M-V functional and the def2-TZVPD basis.

Properties
largest force on an atom: 0.66 eV/A
Kohn-Sham gap: 7.93 eV
total charge: +2
HOMO: -13.19 eV
E_tot: -92813.3403 eV
multiplicity: 1
LUMO: -5.27 eV

Last column: Löwdin charge in e.
Cartesian coordinates (Å):
Ga (0.2972, 0.1419, 0.4500)  0.52
C (1.4672, 1.3289, 2.9577)  -0.08
C (0.1269, 0.7414, 3.3144)  -0.08
O (-0.1054, -0.3679, 2.4212)  -0.15
C (0.3473, -1.6678, 2.8668)  -0.05
C (1.4621, -2.1997, 1.9508)  -0.08
O (1.8541, -1.1502, 1.0481)  -0.17
C (2.6438, -1.6479, -0.0564)  -0.09
C (3.0533, -0.4346, -0.8419)  -0.09
O (1.8422, 0.2952, -1.0744)  -0.16
C (1.9895, 1.4695, -1.8790)  -0.10
C (0.6108, 2.0878, -1.9235)  -0.08
O (0.0307, 2.0438, -0.6081)  -0.16
C (0.2033, 3.1718, 0.2538)  -0.09
C (1.4451, 2.9592, 1.0887)  -0.07
O (1.4380, 1.5762, 1.5296)  -0.15
H (2.2829, 0.6301, 3.1414)  0.15
H (1.6633, 2.2520, 3.4992)  0.15
H (-0.6822, 1.4472, 3.1248)  0.16
H (0.0676, 0.4091, 4.3490)  0.16
H (-0.5200, -2.3226, 2.8363)  0.15
H (0.6859, -1.5832, 3.8966)  0.14
H (1.1107, -3.0527, 1.3692)  0.15
H (2.3379, -2.4962, 2.5271)  0.15
H (2.0232, -2.3206, -0.6509)  0.15
H (3.5137, -2.1788, 0.3297)  0.16
H (3.4998, -0.7293, -1.7925)  0.16
H (3.7536, 0.1933, -0.2850)  0.15
H (2.3161, 1.1901, -2.8820)  0.16
H (2.7405, 2.1267, -1.4335)  0.14
H (-0.0541, 1.4994, -2.5541)  0.16
H (0.6348, 3.1124, -2.2918)  0.15
H (-0.6906, 3.2019, 0.8778)  0.15
H (0.2581, 4.0944, -0.3235)  0.16
H (1.4579, 3.6266, 1.9484)  0.15
H (2.3613, 3.1075, 0.5199)  0.14
I (-6.3715, -2.6816, -4.2007)  0.98
C (-4.7938, -2.0408, -3.0208)  -0.72
C (-4.9835, -0.9842, -2.1314)  -0.12
C (-3.9313, -0.5547, -1.3489)  0.01
C (-2.6869, -1.1825, -1.4532)  -0.14
C (-2.5029, -2.2438, -2.3435)  0.00
C (-3.5553, -2.6722, -3.1262)  -0.12
C (-1.5850, -0.7222, -0.6373)  -0.45
O (-0.4054, -1.2606, -0.6857)  0.07
O (-1.6761, 0.2530, 0.1820)  0.08
H (-5.9496, -0.5061, -2.0550)  0.10
H (-4.0652, 0.2620, -0.6528)  0.13
H (-1.5384, -2.7280, -2.4144)  0.13
H (-3.4217, -3.4931, -3.8163)  0.10

***

# 2
A single C17H24N2O3S molecule, computed with the ωB97M-V functional and the def2-TZVPD basis.

Properties
largest force on an atom: 1.00 eV/A
Kohn-Sham gap: 10.06 eV
total charge: 0
energy relative to the best compared isomer or geometry (same formula, charge and spin): 42.5 kcal per mole
structure (SMILES): Cc1ccc(S(=O)(=O)N2CCC(C(=O)NCC3CC3)CC2)cc1
HOMO: -9.41 eV
E_tot: -37976.2648 eV
multiplicity: 1
LUMO: 0.65 eV

Last column: Löwdin charge in e.
Cartesian coordinates (Å):
C (6.3177, 0.2270, 1.7467)  -0.05
C (5.0064, -0.4619, 1.5277)  -0.27
C (4.8673, -1.4508, 0.5611)  -0.03
C (3.6485, -2.0796, 0.3651)  -0.05
C (2.5684, -1.7149, 1.1423)  -0.29
C (2.6820, -0.7357, 2.1109)  -0.05
C (3.9003, -0.1115, 2.3000)  -0.03
H (4.0024, 0.6557, 3.0534)  0.12
H (1.8156, -0.4839, 2.7006)  0.12
S (0.9791, -2.4952, 0.9147)  0.68
O (1.0536, -3.4211, -0.1838)  -0.29
O (0.4975, -2.9819, 2.1746)  -0.28
N (0.0478, -1.1540, 0.5117)  -0.24
C (-1.3646, -1.2834, 0.7973)  -0.20
C (-2.0237, 0.0885, 0.6969)  -0.12
H (-3.0883, 0.0011, 0.9215)  0.12
H (-1.5681, 0.7598, 1.4259)  0.13
C (-1.8101, 0.6665, -0.7087)  -0.24
C (-2.3981, 2.0759, -0.7534)  -0.48
O (-1.7469, 3.0750, -0.5387)  0.08
N (-3.7261, 2.1008, -1.0054)  0.07
H (-4.2119, 1.2396, -1.1955)  0.14
C (-4.4855, 3.3253, -1.0888)  -0.15
C (-4.8904, 3.6953, -2.5052)  -0.27
C (-5.2060, 2.6504, -3.5327)  -0.12
C (-3.9518, 3.4642, -3.6482)  -0.11
H (-3.0101, 2.9829, -3.4322)  0.09
H (-3.8888, 4.2104, -4.4246)  0.10
H (-5.1161, 1.6085, -3.2658)  0.09
H (-6.0100, 2.8440, -4.2265)  0.09
H (-5.4855, 4.5999, -2.5300)  0.13
H (-5.3811, 3.2358, -0.4630)  0.12
H (-3.8446, 4.1119, -0.6800)  0.12
C (-0.3122, 0.7028, -1.0123)  -0.12
C (0.3046, -0.6799, -0.8295)  -0.20
H (-0.1030, -1.3842, -1.5709)  0.13
H (1.3880, -0.6390, -0.9600)  0.12
H (0.1613, 1.4108, -0.3316)  0.13
H (-0.1438, 1.0479, -2.0335)  0.13
H (-2.3179, 0.0293, -1.4417)  0.15
H (-1.8428, -1.9826, 0.0930)  0.14
H (-1.4476, -1.6939, 1.8041)  0.12
H (3.5174, -2.8503, -0.3783)  0.11
H (5.7177, -1.7325, -0.0423)  0.11
H (6.6338, 0.1174, 2.7827)  0.08
H (7.0889, -0.1839, 1.1011)  0.07
H (6.2222, 1.2923, 1.5409)  0.09

***

# 3
A single C17H24N2O5 molecule, computed with the ωB97M-V functional and the def2-TZVPD basis.

Properties
largest force on an atom: 0.54 eV/A
Kohn-Sham gap: 8.61 eV
total charge: 0
energy relative to the best compared isomer or geometry (same formula, charge and spin): 51.7 kcal per mole
structure (SMILES): CCOC(=O)C[C@@H]1C(=O)NCCN1Cc1ccc(OC)c(OC)c1
HOMO: -7.91 eV
E_tot: -31235.9852 eV
multiplicity: 1
LUMO: 0.70 eV

Last column: Löwdin charge in e.
Cartesian coordinates (Å):
C (-0.0545, -3.8038, -0.0702)  -0.06
C (-0.4463, -2.8198, 1.0169)  -0.21
H (-1.3969, -2.3259, 0.7899)  0.11
H (-0.5382, -3.3219, 1.9872)  0.13
O (0.5684, -1.8217, 1.1175)  -0.01
C (0.1992, -0.6222, 1.5671)  -0.49
O (-0.9195, -0.3612, 1.9306)  0.12
C (1.3525, 0.3495, 1.6294)  -0.01
H (1.7720, 0.3035, 2.6395)  0.14
C (2.4964, 0.0575, 0.6587)  -0.21
N (2.1293, 0.1077, -0.7485)  -0.12
C (3.3024, -0.1443, -1.5524)  -0.17
H (3.0105, -0.2246, -2.6018)  0.12
H (3.7214, -1.1045, -1.2385)  0.13
C (4.3610, 0.9543, -1.3920)  -0.16
N (4.5366, 1.2539, 0.0115)  0.09
C (3.6896, 0.9557, 1.0193)  -0.45
O (3.9080, 1.3310, 2.1540)  0.06
H (5.3138, 1.8501, 0.2638)  0.15
H (5.3174, 0.6287, -1.8133)  0.12
H (4.0445, 1.8602, -1.9273)  0.11
C (1.3690, 1.2839, -1.1532)  -0.13
C (-0.1044, 1.0516, -0.9342)  -0.22
C (-0.9012, 1.9845, -0.2940)  0.04
C (-2.2467, 1.7526, -0.0385)  -0.20
C (-2.8267, 0.5472, -0.4759)  -0.20
C (-2.0244, -0.3771, -1.1325)  -0.02
C (-0.6819, -0.1336, -1.3566)  -0.04
H (-0.0718, -0.8729, -1.8515)  0.11
H (-2.4488, -1.3052, -1.4830)  0.11
O (-4.1660, 0.3583, -0.2526)  -0.10
C (-4.7203, -0.9043, -0.5189)  -0.08
H (-4.7093, -1.1357, -1.5896)  0.09
H (-5.7534, -0.8475, -0.1781)  0.10
H (-4.2020, -1.6961, 0.0317)  0.10
O (-2.8977, 2.7639, 0.6029)  -0.06
C (-3.9574, 2.4499, 1.4834)  -0.07
H (-3.6990, 1.5994, 2.1181)  0.10
H (-4.0926, 3.3380, 2.1011)  0.09
H (-4.8823, 2.2348, 0.9441)  0.09
H (-0.4916, 2.9225, 0.0503)  0.13
H (1.6914, 2.1970, -0.6314)  0.13
H (1.5368, 1.4363, -2.2245)  0.13
H (2.8331, -0.9723, 0.8498)  0.16
H (0.9529, 1.3540, 1.4992)  0.13
H (-0.8119, -4.5781, -0.1553)  0.08
H (0.0390, -3.2883, -1.0217)  0.07
H (0.8995, -4.2652, 0.1696)  0.08

***

# 4
A molecular structure, C17H24N3O3SiTl, computed with the ωB97M-V functional and the def2-TZVPD basis.

Properties
largest force on an atom: 0.41 eV/A
Kohn-Sham gap (spin up / spin down): 5.96 / 5.96 eV
total charge: +2
HOMO (spin up / spin down): -14.96 / -14.96 eV
E_tot: -41184.6822 eV
multiplicity: 1
LUMO (spin up / spin down): -9.00 / -9.00 eV

Last column: Löwdin charge in e.
Cartesian coordinates (Å):
Tl (-1.1158, 0.9369, -0.1595)  1.02
C (3.7176, 1.4075, -0.6247)  0.03
C (2.3718, 1.6924, -0.0174)  -0.50
O (1.3762, 1.0115, -0.3077)  -0.19
N (2.3266, 2.7101, 0.8512)  0.10
C (1.1713, 3.1041, 1.6457)  -0.10
C (0.2495, 4.0756, 0.9465)  -0.26
C (0.3305, 5.4339, 1.1974)  0.00
C (-0.5126, 6.2996, 0.5171)  -0.02
C (-1.4034, 5.7755, -0.4029)  -0.02
C (-1.4282, 4.4051, -0.5838)  -0.13
N (-0.6305, 3.5589, 0.0769)  0.00
H (3.6421, 0.5455, -1.2793)  0.09
H (4.4520, 1.2065, 0.1554)  0.10
H (4.0636, 2.2659, -1.2017)  0.10
H (3.1848, 3.2163, 1.0047)  0.16
H (1.5534, 3.5550, 2.5592)  0.14
H (0.6215, 2.2042, 1.9295)  0.10
H (1.0442, 5.8119, 1.9173)  0.13
H (-0.4759, 7.3639, 0.7068)  0.13
H (-2.0751, 6.4107, -0.9621)  0.12
H (-2.1218, 3.9611, -1.2890)  0.11
O (-4.0038, 1.5392, -0.8043)  -0.12
O (-4.5422, 2.5315, -0.4032)  0.04
C (-2.1419, -2.0672, 2.0716)  -0.16
Si (-0.6145, -2.9015, 1.4409)  0.44
C (0.9021, -2.0913, 2.1269)  -0.14
C (-0.6535, -4.7125, 1.7709)  -0.17
N (-0.5066, -2.3290, -0.2787)  0.11
C (-0.3769, -2.9305, -1.4000)  -0.30
C (-0.1950, -2.1366, -2.6179)  0.07
C (-0.1346, -2.7343, -3.8345)  -0.01
C (-0.2379, -4.1393, -3.9098)  0.08
C (-0.3740, -4.9684, -2.7796)  0.00
C (-0.4331, -4.3942, -1.5498)  0.08
H (-2.3641, -2.4834, 3.0574)  0.06
H (-3.0220, -2.2287, 1.4460)  0.05
H (-1.9916, -0.9934, 2.1915)  0.00
H (0.9181, -2.2676, 3.2054)  0.06
H (0.8818, -1.0157, 1.9428)  0.02
H (1.8275, -2.4892, 1.7066)  0.05
H (-0.7069, -4.8330, 2.8555)  0.06
H (0.2411, -5.2385, 1.4306)  0.05
H (-1.5330, -5.2066, 1.3508)  0.05
H (-0.0919, -1.0645, -2.5100)  0.11
H (-0.0066, -2.1569, -4.7392)  0.13
H (-0.2058, -4.6053, -4.8889)  0.14
H (-0.4304, -6.0410, -2.9017)  0.13
H (-0.5462, -4.9941, -0.6590)  0.10